No. 1
The following is a quantum chemistry calculation of a 2-piece molecular cluster, C4H14N3 overall, from the Open Molecules 2025 dataset.

Geometry as XYZ:
```
21
Properties=species:S:1:pos:R:3:forces:R:3:lowdin_charge:R:1
C 1.20427 -1.41688 2.52873 0.053 0.040 0.441 -0.0250
N 0.08338 -1.41710 -0.94689 0.549 0.428 0.275 0.2067
C 0.76836 -1.17607 0.14607 -0.201 -0.568 -0.136 -0.1532
N 0.59152 -1.82272 1.27029 -0.547 0.337 0.020 0.0240
H 0.50053 -0.85919 3.14292 -0.107 0.094 -0.100 0.0991
H 2.06574 -0.78790 2.33157 0.104 -0.036 -0.050 0.0980
H 1.50629 -2.28627 3.10487 0.136 -0.109 -0.170 0.0995
H -0.76060 -1.96340 -0.94094 -0.129 -0.075 -0.132 0.1394
H 0.27464 -0.83471 -1.74552 -0.274 -0.041 -0.138 0.1146
H 1.55606 -0.43464 0.09688 0.053 -0.039 0.016 0.1631
H -0.22206 -2.43083 1.34009 0.325 -0.018 -0.042 0.1722
C 0.01912 2.28069 -1.82195 -0.324 0.298 0.032 -0.1014
C -0.65620 2.05034 -0.48081 0.000 -0.187 -0.170 -0.3456
N -1.81309 1.14044 -0.64652 0.421 0.348 0.156 -0.0245
H -0.66388 2.71228 -2.55472 -0.144 -0.170 -0.012 0.0801
H 0.82945 2.99548 -1.74441 0.307 -0.016 0.124 0.0766
H 0.39585 1.33835 -2.21867 0.085 0.015 -0.152 0.0489
H 0.09637 1.61029 0.18296 -0.223 -0.134 0.193 0.0798
H -0.96927 2.98465 -0.01409 0.180 0.200 -0.058 0.1076
H -2.25959 1.03337 0.26074 -0.125 -0.001 -0.139 0.0651
H -2.47037 1.66720 -1.21940 -0.139 -0.366 0.041 0.0748
```
Forces are in eV/Å.

Values from the calculation:
E_tot: -8839.2319 eV
Lowest unoccupied orbital energy: -3.37 eV
HOMO energy: -0.4791 Eh
Net charge: +1

=====

No. 2
The following is a quantum chemistry calculation of an isolated ion of composition C3H9IN and charge +1, from the Open Molecules 2025 dataset.

Geometry as XYZ:
```
14
Properties=species:S:1:pos:R:3:forces:R:3:lowdin_charge:R:1
C 1.50598 0.59574 -0.04483 -0.605 -3.615 0.388 -0.0237
C 0.03473 0.15987 0.47944 2.191 -2.274 -5.381 -0.2934
N -0.09216 -1.46780 0.03490 -3.486 2.742 3.317 0.1619
C -1.04526 0.88471 -0.27546 -0.997 -1.663 1.858 -0.5154
I -3.01491 -0.14021 -0.14562 0.917 0.560 -0.192 0.8991
H 1.53966 0.52075 -1.18727 0.187 0.082 1.784 0.1134
H 1.50025 1.57078 0.28717 0.714 2.444 0.346 0.0399
H 2.39273 0.00685 0.52533 -2.188 1.313 -1.538 0.1418
H -0.07341 0.25990 1.49602 -0.254 -0.525 2.404 0.1074
H -1.14215 -1.72799 0.29651 2.448 0.081 0.735 0.0663
H 0.68526 -1.95862 0.40792 0.434 -1.057 0.535 0.1303
H -0.25997 -1.64645 -0.90167 0.807 0.209 -3.000 0.0960
H -1.20299 1.75643 0.26547 -0.549 1.738 0.999 0.0360
H -0.82775 1.18605 -1.23791 0.381 -0.035 -2.254 0.0405
```
Forces are in eV/Å.

Values from the calculation:
E_tot: -12839.6785 eV
SMILES: C[C@H]([NH3+])CI
Lowest unoccupied orbital energy: -3.94 eV
HOMO energy: -0.5137 Eh
Net charge: +1

=====

No. 3
The following is a quantum chemistry calculation of one molecule with the formula C24H22F3N3O2, from the Open Molecules 2025 dataset.

Geometry as XYZ:
```
54
Properties=species:S:1:pos:R:3:forces:R:3:lowdin_charge:R:1
C -3.79744 -2.96312 1.14017 -0.034 -0.009 -0.042 -0.0447
C -4.78471 -2.33573 0.20128 0.052 -0.004 0.010 -0.2092
C -5.80795 -3.10505 -0.33221 -0.008 0.040 -0.066 -0.0519
C -6.77263 -2.55481 -1.15718 -0.073 -0.025 -0.047 -0.0937
C -6.72534 -1.20451 -1.45069 -0.082 -0.031 -0.053 -0.0904
C -5.70636 -0.42267 -0.93919 0.127 0.084 0.015 -0.0243
C -4.72110 -0.97323 -0.12338 -0.211 -0.144 -0.069 -0.2009
N -3.68747 -0.18920 0.43369 -0.049 0.098 0.047 -0.1188
C -2.36269 -0.38966 -0.12083 0.328 -0.062 0.184 -0.1349
C -1.32045 0.13632 0.87156 0.062 -0.377 -0.327 -0.1141
N -1.58837 1.52483 1.15445 -0.235 -0.173 0.133 -0.0438
C -0.79378 2.56769 0.83025 0.265 0.000 -0.014 -0.4301
O -1.10858 3.72515 1.03404 0.020 0.273 -0.014 0.0768
C 0.53149 2.21685 0.21607 0.120 0.214 -0.136 -0.1623
C 1.67806 2.20298 0.99922 -0.165 -0.003 -0.152 -0.0012
C 2.91507 1.94788 0.43569 0.183 0.085 -0.088 0.0001
C 3.00627 1.70618 -0.92759 -0.492 0.053 0.140 -0.2296
O 4.20751 1.50534 -1.58720 -0.310 0.369 -0.253 0.0683
C 5.19280 0.77863 -1.05510 0.832 -0.797 0.502 -0.3140
C 6.41456 0.76250 -1.75052 -0.256 0.101 0.091 0.0368
C 7.43840 -0.00274 -1.24783 -0.255 -0.090 0.281 0.0131
C 7.21868 -0.73338 -0.07629 -0.022 -0.062 0.033 -0.1041
C 8.32636 -1.55690 0.50425 0.189 -0.066 0.136 -0.5946
F 8.96685 -2.28233 -0.42916 -0.031 0.008 -0.246 0.1382
F 9.27102 -0.79455 1.09096 0.019 0.191 -0.002 0.1375
F 7.90636 -2.42012 1.43852 -0.264 -0.029 0.097 0.1399
C 5.97600 -0.65356 0.53225 0.651 -0.237 -0.047 -0.0523
N 4.99136 0.08258 0.05443 -0.557 0.507 -0.564 0.1482
C 1.86820 1.74389 -1.72469 0.391 -0.093 0.041 0.0125
C 0.63703 2.00004 -1.15299 -0.026 0.023 0.244 -0.0207
C -2.92853 1.75325 1.65010 -0.336 0.356 -0.085 -0.1086
C -3.94599 1.22154 0.63775 0.101 0.093 0.326 -0.1527
H -4.28114 -3.74627 1.71998 0.016 -0.061 0.041 0.0794
H -3.39512 -2.21477 1.81801 0.074 0.007 0.079 0.0721
H -2.96986 -3.41954 0.59572 0.107 -0.027 0.031 0.0818
H -5.85604 -4.15535 -0.08091 -0.005 -0.100 0.049 0.1105
H -7.56156 -3.17364 -1.55731 -0.073 -0.052 -0.027 0.0993
H -7.47726 -0.75712 -2.08393 -0.059 0.038 -0.048 0.1009
H -5.67465 0.62776 -1.18566 0.028 0.111 -0.005 0.1039
H -2.19857 -1.44935 -0.30934 0.012 0.005 -0.007 0.1170
H -2.24873 0.15203 -1.07689 -0.007 -0.068 0.017 0.1318
H -0.31389 0.02074 0.46928 -0.113 -0.023 0.075 0.1228
H -1.39937 -0.43091 1.80655 0.034 -0.029 -0.080 0.1300
H 1.60157 2.39950 2.05775 0.015 0.030 0.116 0.1254
H 3.80092 1.94043 1.04900 -0.014 0.012 0.031 0.1122
H 6.51967 1.34447 -2.65056 0.020 0.063 -0.109 0.1208
H 8.39653 -0.04774 -1.74325 0.060 0.012 -0.072 0.1294
H 5.75302 -1.20190 1.43700 0.104 -0.095 0.059 0.1280
H 1.96455 1.57514 -2.78578 0.026 -0.019 -0.114 0.1210
H -0.24603 2.03553 -1.77355 -0.094 0.003 -0.076 0.1207
H -3.05256 2.82661 1.79999 0.002 -0.143 0.022 0.1233
H -3.05107 1.22964 2.60376 -0.033 0.027 -0.048 0.1327
H -4.95541 1.34416 1.03309 0.024 0.031 -0.045 0.1321
H -3.84957 1.80649 -0.29275 -0.059 -0.017 0.034 0.1301
```
Forces are in eV/Å.

Values from the calculation:
E_tot: -41963.9037 eV
SMILES: Cc1ccccc1N1CCN(C(=O)c2ccc(Oc3ccc(C(F)(F)F)cn3)cc2)CC1
Lowest unoccupied orbital energy: 0.53 eV
HOMO energy: -0.3057 Eh

=====

No. 4
The following is a quantum chemistry calculation of one molecule with the formula C4H2O2, from the Open Molecules 2025 dataset.

Geometry as XYZ:
```
8
Properties=species:S:1:pos:R:3:forces:R:3:lowdin_charge:R:1
C -0.83418 -1.26814 1.46409 0.205 0.185 -0.299 0.1747
C -0.17114 -0.85108 0.55089 -0.334 -0.225 0.395 -0.0243
C 0.48252 -0.25564 -0.59548 0.184 -0.282 -0.159 -0.3800
O 1.15171 -0.85498 -1.40417 -0.262 0.239 0.229 0.1235
C 0.29419 1.25646 -0.73585 0.016 0.330 0.259 -0.1718
O 0.14170 1.96515 0.22234 0.002 -0.227 -0.462 0.0973
H -1.43420 -1.61870 2.27500 0.134 -0.011 -0.097 0.0458
H 0.36940 1.62693 -1.77682 0.055 -0.009 0.133 0.1348
```
Forces are in eV/Å.

Values from the calculation:
E_tot: -8272.2052 eV
SMILES: C#CC(=O)C=O
Lowest unoccupied orbital energy: -0.99 eV
HOMO energy: -0.3808 Eh

=====

No. 5
The following is a quantum chemistry calculation of C6H18BeN8O10Pb as an isolated structure, from the Open Molecules 2025 dataset.

Geometry as XYZ:
```
44
Properties=species:S:1:pos:R:3:forces:R:3:lowdin_charge:R:1
Be -3.54835 -11.01388 11.20395 -0.065 -0.047 0.040 0.3772
Pb -5.81278 -5.59309 7.23211 -0.236 0.043 -0.060 1.2570
O -13.03008 -6.56253 7.83806 0.192 0.502 -0.094 0.2098
C -12.50933 -5.44734 7.38180 1.263 0.225 -1.073 -0.7510
O -12.82487 -4.34951 7.89152 0.437 -0.169 -0.584 0.2156
O -11.60246 -5.48656 6.51660 -0.265 0.480 0.081 0.2199
H -13.30380 -6.09574 8.63101 -1.474 -1.077 1.727 0.1325
O -10.40073 -10.81289 10.47574 0.597 0.355 1.291 0.1312
C -9.17251 -10.45039 10.96326 -1.613 -1.034 -3.672 -0.7632
O -8.58439 -11.26234 11.64270 0.958 -0.496 1.957 0.1879
O -8.59203 -9.50320 10.38937 0.415 0.933 0.678 0.1261
H -10.61460 -10.20912 9.76067 -0.223 0.311 -0.295 0.1156
C -9.01679 -17.22444 14.98851 0.674 -2.038 3.277 -0.8164
O -9.20730 -18.02879 15.87862 -0.198 -1.392 0.831 0.0949
N -7.87957 -16.66450 14.77423 5.653 1.728 -0.396 0.1689
N -9.92539 -16.74630 14.25197 -5.185 1.852 -3.529 0.1848
H -7.06684 -17.01904 15.25783 -0.226 0.090 -0.042 0.1298
H -7.70056 -16.06301 13.98284 -0.047 -0.341 0.169 0.1140
H -9.73888 -15.85341 13.81830 -0.716 -0.294 -0.092 0.1218
H -10.86245 -17.08392 14.41939 0.039 0.395 -0.225 0.1387
C -11.72829 -13.55555 4.54613 0.580 1.153 -1.315 -0.8144
O -11.39090 -12.43741 4.27912 0.726 2.427 -0.343 0.0578
N -11.89345 -14.04394 5.72891 -0.505 -1.573 4.243 0.1649
N -11.97878 -14.46724 3.64339 -0.747 -2.570 -4.363 0.1577
H -12.08236 -15.03428 5.66863 0.165 0.233 1.339 0.1100
H -11.45671 -13.60068 6.52444 -0.249 -0.342 -0.160 0.1221
H -11.90528 -14.24270 2.66142 0.008 0.297 0.313 0.1236
H -12.13971 -15.45299 3.79339 0.041 0.377 0.314 0.1123
C -8.53165 -9.08046 17.76331 -2.645 3.285 6.568 -0.8263
O -8.78084 -8.56437 18.85254 1.169 1.253 1.090 0.1148
N -8.63061 -10.29105 17.59903 0.713 -9.870 -2.016 0.2053
N -8.54833 -8.44730 16.66868 1.011 5.196 -5.646 0.1892
H -8.32288 -10.55520 16.67403 -0.076 -0.876 0.259 0.1313
H -8.68374 -11.02954 18.28599 -0.064 0.603 0.205 0.1538
H -9.18498 -8.76306 15.95097 0.217 0.303 0.027 0.1363
H -8.43211 -7.45381 16.80850 -0.343 0.088 -0.484 0.1360
C -17.09700 -9.77691 12.33218 2.364 4.548 -0.457 -0.7732
O -16.70162 -8.58609 12.34440 -0.326 -1.216 0.006 0.0428
N -16.48008 -10.77746 11.84166 4.697 -4.538 -3.404 0.1671
N -18.17754 -10.21127 12.82457 -6.373 0.461 3.241 0.1773
H -15.60940 -10.73891 11.33125 -0.236 0.463 0.233 0.1271
H -16.94730 -11.66941 11.76275 0.288 0.259 0.034 0.1199
H -18.54925 -11.13655 12.66406 -0.001 0.493 0.177 0.1306
H -18.77843 -9.47507 13.16667 -0.395 -0.479 0.151 0.1391
```
Forces are in eV/Å.

Values from the calculation:
E_tot: -44527.6128 eV
Lowest unoccupied orbital energy: -11.33 eV
HOMO energy: -0.4692 Eh
Net charge: +2

=====

No. 6
The following is a quantum chemistry calculation of one molecule with the formula C4H6N2O, from the Open Molecules 2025 dataset.

Geometry as XYZ:
```
13
Properties=species:S:1:pos:R:3:forces:R:3:lowdin_charge:R:1
C -0.67203 -0.25223 1.99205 -0.058 -0.024 0.131 -0.0523
C -0.30424 0.11948 0.59290 0.311 -0.069 0.183 -0.3508
C 0.73328 0.89274 0.15333 -0.024 -0.106 0.192 -0.0658
N 0.75628 0.72779 -1.21713 0.045 -0.179 -0.036 0.1053
C -0.21462 -0.17401 -1.51162 0.250 0.093 0.232 -0.4776
O -0.22125 -0.75727 -2.73814 -0.030 -0.047 0.013 0.0704
N -0.90242 -0.53578 -0.46718 0.332 0.037 -0.297 0.1624
H -1.29863 -1.14571 1.93101 0.028 0.163 0.153 0.0735
H -1.21650 0.53085 2.53207 0.076 -0.131 -0.133 0.0729
H 0.22821 -0.50771 2.56535 -0.218 0.109 -0.048 0.0752
H 1.54747 1.36615 0.68256 -0.322 0.257 -0.061 0.1125
H 1.38066 1.15216 -1.88387 -0.051 -0.117 0.102 0.1556
H 0.38739 -1.50474 -2.62685 -0.339 0.014 -0.431 0.1187
```
Forces are in eV/Å.

Values from the calculation:
E_tot: -9272.7487 eV
SMILES: Cc1c[nH]c(O)n1
Lowest unoccupied orbital energy: 0.61 eV
HOMO energy: -0.3106 Eh

=====

No. 7
The following is a quantum chemistry calculation of a 2-piece molecular cluster, C5H13N3O2 overall, from the Open Molecules 2025 dataset.

Geometry as XYZ:
```
23
Properties=species:S:1:pos:R:3:forces:R:3:lowdin_charge:R:1
H 0.74757 0.85651 1.83703 -0.061 -0.999 0.246 0.0389
N 0.07346 0.74896 1.09921 0.205 0.869 -1.348 0.1257
C -1.04142 0.16943 1.23260 -1.883 0.541 2.074 -0.5588
N -2.18000 0.63991 0.60913 0.578 -0.014 -0.168 0.1279
N -1.41076 -0.81151 2.18342 0.100 -0.215 -0.105 -0.0504
C -0.37642 -1.51553 2.88401 0.838 -0.489 -0.498 -0.1233
H -3.03446 0.11075 0.55413 0.378 -0.148 -0.147 0.0917
H -2.06645 1.45655 0.03717 -0.020 -0.108 -0.153 0.0900
H -2.20318 -0.64023 2.78128 -0.195 0.432 -0.557 0.1147
H -0.11725 -2.43135 2.32686 0.253 0.314 0.068 0.0778
H -0.73987 -1.89426 3.84542 0.245 0.563 0.010 0.0806
H 0.51728 -0.85502 2.92937 -0.366 -0.767 0.596 0.0708
C 1.01040 1.84641 -2.01494 -0.582 2.045 0.457 -0.1136
C 1.63875 0.48386 -1.96587 1.259 -1.614 1.311 -0.1697
C 0.69218 -0.68940 -2.02403 -2.011 1.720 -0.365 -0.5503
O -0.50362 -0.49290 -2.02012 0.215 -0.787 -0.049 0.0675
O 1.23172 -1.89376 -2.16955 1.326 -0.521 -0.104 0.1104
H -0.07502 1.93615 -2.16851 0.359 -0.887 -0.462 0.0737
H 1.47936 2.52973 -2.71783 0.140 -0.273 -0.490 0.0631
H 1.06612 2.44290 -1.08546 0.458 -0.848 0.061 0.0670
H 2.46176 0.21743 -2.63215 -0.264 0.660 -0.763 0.1154
H 2.21710 0.34810 -1.03059 -0.556 0.152 0.067 0.1221
H 0.61272 -2.56273 -2.49058 -0.415 0.375 0.319 0.1289
```
Forces are in eV/Å.

Values from the calculation:
E_tot: -13960.8283 eV
SMILES: [H]/N=C(/N)NC.CCC(=O)O
Lowest unoccupied orbital energy: 0.85 eV
HOMO energy: -0.3239 Eh

=====

No. 8
The following is a quantum chemistry calculation of C3H4ClFO as an isolated structure, from the Open Molecules 2025 dataset.

Geometry as XYZ:
```
10
Properties=species:S:1:pos:R:3:forces:R:3:lowdin_charge:R:1
C 1.21263 -0.91410 -0.07755 -1.246 -0.558 2.437 -0.6729
C 0.21499 0.13041 -0.41070 -2.878 1.604 1.228 -0.4405
C -1.46095 0.69758 0.56716 4.502 0.359 -2.309 0.0931
O 0.13750 -1.10589 -0.98663 0.000 -0.401 -0.322 0.0065
F 0.58976 1.14258 -1.22072 0.152 -0.148 -0.132 0.0417
Cl 2.79766 -0.88447 -0.74911 0.279 0.020 -0.032 0.6948
H 1.12769 -1.50295 0.93271 0.303 1.107 -2.149 0.1459
H -1.31922 1.79090 0.75904 -0.034 -1.047 -0.177 0.0444
H -1.03935 0.10661 1.38174 -1.759 -0.253 0.186 0.0268
H -2.26070 0.53934 -0.19594 0.682 -0.684 1.269 0.0603
```
Forces are in eV/Å.

Values from the calculation:
E_tot: -20459.8700 eV
Lowest unoccupied orbital energy: 0.83 eV
HOMO energy: -0.3693 Eh